No. 1
A molecular structure, C32H28FeN9O5S2, computed with ωB97M-V with the def2-TZVPD basis set.

```
77
Properties=species:S:1:pos:R:3
Fe -0.369 -0.287 -0.143
N 0.652 -1.786 3.577
C 0.337 -0.940 4.665
C 0.560 -1.385 5.956
C 0.258 -0.566 7.037
C -0.273 0.692 6.821
C -0.501 1.133 5.523
C -0.191 0.325 4.443
S -0.474 0.958 2.813
N -0.110 -0.396 1.833
C 0.392 -1.492 2.283
C 0.736 -2.505 1.240
C 1.169 -3.788 1.520
C 1.441 -4.645 0.462
C 1.262 -4.190 -0.829
C 0.825 -2.889 -1.024
N 0.572 -2.063 -0.016
H 1.060 -2.676 3.799
H 0.972 -2.374 6.120
H 0.437 -0.921 8.043
H -0.515 1.336 7.656
H -0.920 2.118 5.353
H 1.290 -4.146 2.532
H 1.780 -5.654 0.653
H 1.454 -4.825 -1.683
H 0.670 -2.493 -2.017
C 1.144 0.804 -3.484
C -0.104 0.027 -3.278
N -0.627 -0.351 -2.125
C -1.756 -1.081 -2.415
C -1.933 -1.132 -3.765
N -0.884 -0.421 -4.286
C -2.929 -1.752 -4.681
O -3.905 -2.434 -4.123
O -2.790 -1.610 -5.870
C -2.489 -1.699 -1.281
O -3.549 -2.296 -1.473
O -1.916 -1.526 -0.153
H 1.616 0.982 -2.522
H 0.936 1.759 -3.968
H 1.841 0.248 -4.112
H -0.754 -0.295 -5.280
H -3.824 -2.465 -3.123
N 4.432 1.254 0.323
C 5.494 0.335 0.447
C 6.751 0.791 0.804
C 7.809 -0.102 0.929
C 7.606 -1.450 0.696
C 6.342 -1.905 0.340
C 5.288 -1.018 0.216
S 3.687 -1.619 -0.240
N 2.706 -0.241 -0.271
C 3.144 0.926 -0.017
C 2.174 2.071 -0.139
C 2.648 3.377 -0.161
C 1.768 4.436 -0.318
C 0.429 4.147 -0.455
C 0.031 2.821 -0.411
N 0.860 1.787 -0.246
H 4.653 2.205 0.543
H 6.907 1.848 0.986
H 8.787 0.265 1.207
H 8.424 -2.150 0.790
H 6.180 -2.960 0.157
H 3.699 3.610 -0.090
H 2.135 5.453 -0.343
H -0.312 4.922 -0.591
H -1.013 2.566 -0.501
C -4.108 2.268 0.257
C -3.246 1.054 0.459
N -3.798 -0.014 1.033
O -2.049 1.094 0.135
H -5.166 2.069 0.408
H -3.951 2.646 -0.752
H -3.790 3.039 0.960
H -4.793 -0.052 1.168
H -3.275 -0.881 0.980
```

Calculated values
Highest occupied orbital energy (alpha / beta) (eV): -9.805 / -9.805
Total charge: +1
Energy relative to the best compared isomer or geometry (same formula, charge and spin) (eV): 0.940
Kohn-Sham gap (alpha / beta) (eV): 6.983 / 6.985

Atomic partial charges in e from the Löwdin method, atoms 1 to 6: 0.540 0.142 -0.226 -0.014 -0.069 -0.073

=====

No. 2
A molecular structure, C32H28N6O3STeV at a distorted geometry, computed with ωB97M-V with the def2-TZVPD basis set.

```
72
Properties=species:S:1:pos:R:3
V -0.276 0.577 1.117
C -0.871 -1.928 4.867
O -1.475 -0.616 4.895
C -1.269 -0.082 3.715
N -0.564 -0.726 2.853
C -0.084 -1.958 3.542
C -0.243 -3.237 2.742
C 0.385 -3.305 1.504
C 0.369 -4.455 0.735
C -0.306 -5.576 1.198
C -0.934 -5.524 2.431
C -0.897 -4.370 3.207
C -1.818 1.237 3.406
C -2.558 2.038 4.261
C -2.951 3.291 3.808
C -2.605 3.702 2.526
C -1.873 2.830 1.737
N -1.484 1.632 2.179
C -1.366 3.089 0.390
N -0.655 2.208 -0.221
C -0.185 2.830 -1.480
C -0.997 4.144 -1.519
O -1.586 4.240 -0.201
C -0.291 1.940 -2.702
C -0.816 2.388 -3.908
C -0.795 1.568 -5.029
C -0.242 0.300 -4.958
C 0.291 -0.149 -3.758
C 0.266 0.667 -2.641
H -1.687 -2.648 4.895
H -0.249 -2.041 5.750
H 0.985 -1.804 3.729
H 0.935 -2.434 1.180
H 0.909 -4.487 -0.205
H -0.322 -6.488 0.618
H -1.443 -6.399 2.808
H -1.370 -4.397 4.178
H -2.811 1.691 5.253
H -3.521 3.948 4.450
H -2.884 4.674 2.145
H 0.882 3.050 -1.345
H -1.815 4.121 -2.238
H -0.387 5.027 -1.688
H -1.223 3.385 -4.003
H -1.205 1.926 -5.963
H -0.201 -0.325 -5.839
H 0.744 -1.130 -3.699
H 0.724 0.337 -1.714
Te 2.822 -0.646 0.246
C 3.880 0.102 -1.468
C 4.445 -0.877 -2.278
C 5.093 -0.494 -3.442
C 5.180 0.849 -3.780
C 4.633 1.817 -2.951
C 3.970 1.447 -1.790
H 4.397 -1.922 -1.999
H 5.542 -1.247 -4.075
H 5.681 1.142 -4.692
H 4.727 2.864 -3.204
H 3.546 2.202 -1.139
O 2.601 0.203 3.312
S 2.700 1.044 2.127
N 1.182 1.173 1.563
N -1.227 -1.642 -0.745
C -2.127 -1.875 -1.709
C -3.142 -0.955 -1.553
C -2.769 -0.202 -0.440
N -1.605 -0.628 0.055
H -0.425 -2.208 -0.507
H -2.001 -2.669 -2.423
H -4.027 -0.843 -2.151
H -3.309 0.604 0.029
```

Calculated values
Spin multiplicity: 2
Highest occupied orbital energy (alpha / beta) (eV): -13.263 / -13.333
Total charge: +2
Kohn-Sham gap (alpha / beta) (eV): 6.198 / 6.386

Atomic partial charges in e from the Löwdin method, atoms 1 to 6: 0.769 -0.024 0.086 -0.298 0.113 -0.182

=====

No. 3
5 unconnected molecules or ions with the total composition C32H28N7O11PS, computed with ωB97M-V with the def2-TZVPD basis set.

```
80
Properties=species:S:1:pos:R:3
N 3.383 2.941 2.131
P 3.461 1.625 2.908
O 4.634 0.677 2.356
O 3.796 1.788 4.467
C 1.971 0.558 2.929
N 1.676 -0.142 1.829
N 0.591 -0.865 1.841
C -0.150 -0.870 2.962
C -1.405 -1.688 2.970
C -2.548 -1.055 2.159
C -3.898 -1.671 2.583
C -4.438 -1.023 3.876
S -6.240 -0.822 3.906
C -6.328 0.873 3.525
N -5.634 1.868 3.993
N -6.111 3.009 3.356
C -7.070 2.606 2.588
O -7.263 1.272 2.618
N 0.149 -0.166 4.057
N 1.237 0.562 4.039
H 2.495 3.141 1.693
H 4.931 0.007 2.988
H 3.440 1.081 5.023
H -1.710 -1.823 4.010
H -1.166 -2.666 2.545
H -2.422 -1.268 1.098
H -2.602 0.024 2.319
H -3.735 -2.736 2.783
H -4.630 -1.594 1.779
H -4.210 -1.636 4.753
H -3.978 -0.052 4.061
H -7.707 3.194 1.943
O 1.870 0.071 -2.235
C 2.864 0.768 -2.276
C 3.431 1.214 -3.573
C 4.520 1.976 -3.617
C 5.208 2.411 -2.372
O 6.199 3.106 -2.418
C 4.632 1.965 -1.078
C 3.545 1.199 -1.036
H 2.909 0.885 -4.463
H 4.958 2.317 -4.547
H 5.136 2.299 -0.180
H 3.103 0.856 -0.110
O 6.979 0.115 5.646
C 7.673 1.079 5.388
C 9.020 1.246 5.987
C 9.774 2.299 5.684
C 9.302 3.345 4.736
O 9.996 4.298 4.463
C 7.952 3.173 4.140
C 7.200 2.121 4.450
H 9.342 0.471 6.670
H 10.760 2.450 6.102
H 7.624 3.944 3.455
H 6.210 1.948 4.057
O -1.561 0.116 -4.889
C -2.173 -0.386 -3.971
C -1.479 -0.847 -2.741
C -2.160 -1.414 -1.748
C -3.629 -1.600 -1.823
O -4.246 -2.107 -0.907
C -4.320 -1.137 -3.051
C -3.645 -0.571 -4.047
H -0.408 -0.695 -2.702
H -1.678 -1.765 -0.846
H -5.393 -1.284 -3.083
H -4.131 -0.224 -4.952
O -5.893 -0.895 -6.744
C -5.634 -1.967 -7.251
C -4.240 -2.474 -7.303
C -3.953 -3.648 -7.858
C -5.017 -4.501 -8.449
O -4.758 -5.571 -8.953
C -6.412 -3.990 -8.397
C -6.697 -2.816 -7.842
H -3.482 -1.834 -6.869
H -2.945 -4.040 -7.908
H -7.168 -4.629 -8.835
H -7.705 -2.423 -7.791
```

Calculated values
Highest occupied orbital energy (eV): -9.270
Total charge: 0
Kohn-Sham gap (eV): 7.580
SMILES: N=P(O)(O)c1nnc(CCCCSc2nnco2)nn1.O=C1C=CC(=O)C=C1.O=C1C=CC(=O)C=C1.O=C1C=CC(=O)C=C1.O=C1C=CC(=O)C=C1

Atomic partial charges in e from the Löwdin method, atoms 1 to 6: -0.123 0.471 -0.150 -0.150 -0.348 0.082

=====

No. 4
A molecular structure, C32H29AuCl3O6Si at a distorted geometry, computed with ωB97M-V with the def2-TZVPD basis set.

```
72
Properties=species:S:1:pos:R:3
Au 1.014 -2.580 -1.081
C -3.182 1.853 1.181
C -2.687 0.439 0.885
C -3.757 -0.607 1.242
O -2.335 0.305 -0.479
C -1.145 -0.451 -0.590
C -0.752 -0.723 0.898
O -1.508 0.230 1.612
C 0.703 -0.828 1.455
O 1.331 -1.909 0.926
C 1.572 0.421 1.437
C 2.944 0.217 1.331
C 3.833 1.263 1.485
C 3.365 2.531 1.786
C 2.002 2.750 1.868
C 1.108 1.709 1.676
C 0.502 -1.163 2.965
C 0.796 -2.448 3.406
C 0.670 -2.775 4.745
C 0.226 -1.829 5.652
C -0.096 -0.557 5.210
C 0.049 -0.221 3.876
C -0.128 0.200 -1.598
O 1.075 -0.431 -1.472
C -0.001 1.700 -1.357
C -1.115 2.532 -1.438
C -0.980 3.899 -1.280
C 0.272 4.461 -1.104
C 1.388 3.643 -1.093
C 1.254 2.270 -1.205
C -0.601 0.010 -3.055
C -0.440 1.019 -4.003
C -0.722 0.798 -5.341
C -1.151 -0.443 -5.775
C -1.289 -1.459 -4.848
C -1.008 -1.237 -3.512
H -4.011 2.098 0.525
H -2.369 2.554 1.017
H -3.496 1.901 2.221
H -4.653 -0.419 0.657
H -3.981 -0.549 2.306
H -3.385 -1.602 1.005
H -1.399 -1.421 -1.023
H -1.147 -1.731 1.119
H 3.292 -0.784 1.126
H 4.895 1.092 1.379
H 4.058 3.346 1.955
H 1.624 3.742 2.080
H 0.050 1.918 1.707
H 1.132 -3.179 2.687
H 0.919 -3.774 5.077
H 0.136 -2.078 6.701
H -0.462 0.188 5.905
H -0.206 0.772 3.547
H -2.085 2.115 -1.652
H -1.861 4.528 -1.317
H 0.376 5.533 -1.005
H 2.374 4.071 -0.997
H 2.115 1.621 -1.207
H -0.088 1.997 -3.707
H -0.598 1.601 -6.054
H -1.367 -0.623 -6.821
H -1.613 -2.439 -5.163
H -1.107 -2.066 -2.833
Cl 4.613 -3.463 -0.979
Si 3.067 -2.939 -2.202
Cl 3.004 -4.471 -3.579
Cl 3.753 -1.316 -3.228
O 0.508 -4.886 -0.709
C -0.706 -4.710 -0.909
O -1.212 -3.633 -1.252
H -1.382 -5.584 -0.785
```

Calculated values
Highest occupied orbital energy (alpha / beta) (eV): -5.519 / -5.187
Total charge: -1
Energy relative to the best compared isomer or geometry (same formula, charge and spin) (eV): 2.482
Kohn-Sham gap (alpha / beta) (eV): 5.953 / 5.743

Atomic partial charges in e from the Löwdin method, atoms 1 to 6: 1.046 0.023 -0.579 0.024 -0.023 -0.152

=====

No. 5
A molecular structure, C32H29AuN6O3STe at a distorted geometry, computed with ωB97M-V with the def2-TZVPD basis set.

```
73
Properties=species:S:1:pos:R:3
Au -1.582 0.238 -0.262
O 5.240 2.488 4.245
N 4.994 1.262 4.423
O 5.565 0.483 5.228
C 3.961 0.685 3.661
C 3.546 -0.548 4.125
C 2.378 -1.062 3.586
C 1.886 -2.326 3.978
C 0.653 -2.702 3.542
C -0.135 -1.791 2.825
N 0.313 -0.604 2.388
C 1.579 -0.272 2.635
C 2.139 0.908 2.040
N 1.525 1.392 0.950
C 2.156 2.360 0.288
C 3.405 2.873 0.680
C 4.041 2.399 1.797
C 3.409 1.381 2.549
H 4.147 -1.058 4.881
H 2.514 -2.943 4.641
H 0.222 -3.671 3.800
H -1.170 -2.036 2.562
H 1.654 2.801 -0.559
H 3.829 3.700 0.158
H 5.007 2.784 2.158
C -2.610 5.007 -4.786
C -3.164 3.944 -3.843
C -4.449 3.380 -3.882
C -4.734 2.446 -2.870
N -3.858 2.102 -1.917
C -2.680 2.771 -1.923
S -1.425 2.512 -0.738
N -2.312 3.678 -2.843
H -3.298 5.248 -5.621
H -1.664 4.653 -5.245
H -2.350 5.914 -4.247
H -5.242 3.656 -4.604
H -5.701 1.936 -2.795
Te 0.686 -0.534 -1.733
C -0.021 -1.588 -3.429
C -1.335 -2.072 -3.461
C -1.797 -2.782 -4.603
C -0.928 -3.002 -5.651
C 0.369 -2.479 -5.629
C 0.843 -1.823 -4.509
C 1.632 -2.288 -1.002
C 3.009 -2.282 -0.711
C 3.629 -3.424 -0.247
C 2.931 -4.633 -0.161
C 1.582 -4.638 -0.391
C 0.908 -3.472 -0.791
H -2.016 -1.931 -2.631
H -2.862 -3.067 -4.585
H -1.266 -3.541 -6.546
H 1.047 -2.592 -6.496
H 1.862 -1.446 -4.477
H 3.591 -1.357 -0.857
H 4.675 -3.405 0.043
H 3.493 -5.555 0.065
H 0.993 -5.570 -0.244
H -0.159 -3.473 -0.983
C -2.012 1.705 3.062
N -3.241 0.941 3.033
C -4.286 1.441 3.938
C -3.437 -0.140 2.304
O -2.633 -0.620 1.465
H -2.027 2.515 2.291
H -1.148 1.032 2.797
H -1.833 2.071 4.077
H -3.905 1.444 4.984
H -5.158 0.774 3.919
H -4.583 2.471 3.607
H -4.393 -0.671 2.552
```

Calculated values
Spin multiplicity: 3
Highest occupied orbital energy (alpha / beta) (eV): -13.428 / -13.426
Total charge: +2
Kohn-Sham gap (alpha / beta) (eV): 7.606 / 4.115

Atomic partial charges in e from the Löwdin method, atoms 1 to 6: 0.557 0.071 -0.284 0.073 -0.104 0.086

=====

No. 6
3 unconnected molecules or ions with the total composition C32H29Br2NO14PS at a distorted geometry, computed with ωB97M-V with the def2-TZVPD basis set.

```
80
Properties=species:S:1:pos:R:3
C 2.913 -4.609 3.033
C 2.767 -3.113 2.737
C 3.910 -2.384 3.504
C 3.005 -2.855 1.253
C 1.842 -3.229 0.332
C 0.532 -2.513 0.756
C 0.689 -0.998 0.833
C 0.327 -0.180 -0.228
C 0.534 1.184 -0.127
C 1.092 1.680 1.038
C 1.387 0.780 2.049
N 1.201 -0.535 1.976
C -0.654 -3.033 -0.026
Br -2.291 -2.094 0.637
C -0.918 -4.507 0.250
C -0.907 -5.021 1.551
C -1.176 -6.358 1.788
C -1.462 -7.231 0.738
C -1.476 -6.724 -0.553
C -1.204 -5.381 -0.795
O -0.635 -2.808 -1.415
S 0.746 -2.919 -2.268
O 0.854 -1.683 -2.994
O 0.594 -4.053 -3.123
C 2.179 -3.143 -1.178
C 2.822 -4.543 -1.606
O 3.860 -4.469 -2.287
O 2.233 -5.552 -1.213
P 3.383 -1.745 -1.686
O 3.585 -2.015 -3.261
Br 5.441 -2.278 -0.880
H 2.314 -5.246 2.383
H 3.954 -4.868 2.828
H 2.752 -4.822 4.088
H 1.849 -2.689 3.124
H 3.524 -1.412 3.812
H 4.249 -2.945 4.368
H 4.719 -2.165 2.810
H 3.839 -3.494 0.965
H 3.315 -1.829 1.056
H 1.643 -4.285 0.520
H 0.350 -2.838 1.772
H -0.107 -0.538 -1.144
H 0.292 1.836 -0.952
H 1.292 2.727 1.198
H 1.803 1.166 2.972
H -0.702 -4.355 2.374
H -1.180 -6.709 2.811
H -1.666 -8.271 0.940
H -1.713 -7.394 -1.366
H -1.247 -5.051 -1.818
H 4.246 -2.714 -3.392
C -0.961 5.099 -2.818
C -1.923 5.919 -3.247
C -3.085 5.428 -4.058
O -3.928 6.243 -4.392
C -3.140 4.019 -4.399
C -2.176 3.189 -3.970
C -1.025 3.682 -3.135
O -0.203 2.871 -2.761
O -2.169 1.894 -4.245
O -1.925 7.230 -2.981
H -0.124 5.445 -2.228
H -3.973 3.678 -4.996
H -1.372 1.517 -3.822
H -2.733 7.584 -3.401
C -2.527 7.032 0.204
C -2.855 8.043 1.017
C -3.192 7.820 2.465
O -3.462 8.796 3.143
C -3.182 6.460 2.976
C -2.858 5.445 2.163
C -2.498 5.675 0.721
O -2.203 4.709 0.043
O -2.831 4.181 2.562
O -2.906 9.310 0.615
H -2.277 7.169 -0.842
H -3.441 6.311 4.014
H -2.562 3.651 1.787
H -3.164 9.828 1.401
```

Calculated values
Highest occupied orbital energy (eV): -5.411
Total charge: -1
Kohn-Sham gap (eV): 5.082

Atomic partial charges in e from the Löwdin method, atoms 1 to 6: -0.067 -0.407 -0.064 -0.218 -0.246 -0.234